Molecular formula: C36H58Cl2N7O4P2SeTeV
Method: DFT, ωB97M-V/def2-TZVPD

```
112
Properties=species:S:1:pos:R:3:forces:R:3
Te -4.09707 -1.61177 0.66445 0.5 0.2 0.4
Se -0.73730 -2.06274 -1.45164 -0.4 -0.7 -1.4
V 0.24861 -0.10477 1.04975 0.1 -0.7 0.2
Cl 6.02502 0.59773 4.88950 0.2 0.0 0.1
Cl 5.30226 -0.54630 -0.26767 -0.4 -0.1 -0.4
P -0.50101 2.67066 -0.60041 -0.7 -1.0 -0.8
P -2.69530 -0.94863 2.49034 -1.9 -0.5 0.4
O -2.86578 -1.88538 3.79843 0.1 0.2 -0.4
O 2.26751 -0.31333 0.47860 -0.6 -0.1 -0.1
O -3.11758 0.46570 3.13387 -0.2 -0.3 0.0
O -1.23701 -0.79884 2.26199 2.1 0.5 -0.7
N -0.02504 -1.42289 -4.64017 0.1 1.1 0.7
N 2.05361 -2.11765 -3.74127 -0.7 -0.4 -0.6
N -0.58594 -3.83664 -1.60979 -0.3 0.6 0.0
N 1.36347 0.19573 2.85312 -0.4 -1.0 -1.0
N 0.09247 -2.00842 0.06539 0.2 -0.1 0.5
N -0.26046 1.18630 -0.07081 -0.2 0.8 -0.2
N 0.89483 -3.55919 -5.11267 -0.8 -0.6 -0.7
C -3.04695 3.07508 0.57614 0.6 0.0 -0.7
C 0.91609 -5.83967 0.99838 0.7 -1.4 0.7
C 2.70176 0.07962 2.75588 0.5 0.4 -1.3
C 0.83043 0.45255 3.99345 -1.5 0.5 1.2
C -1.07561 3.27832 2.03288 2.0 -0.3 0.0
C -2.71039 1.53596 -2.06850 2.1 -0.3 0.3
C 0.28287 -5.63231 -0.16099 -0.1 1.3 -0.1
C 0.41165 -3.25043 0.40082 0.4 0.4 1.4
C -1.61495 5.11364 0.36828 1.6 0.1 0.6
C 0.90480 -2.27769 -4.51398 1.8 -1.3 -0.1
C 4.92807 0.24965 3.59042 0.8 0.1 -0.4
C 2.95061 0.57738 5.10645 1.8 0.2 -1.2
C 2.11031 2.51527 -1.49476 0.3 -0.9 1.0
C 5.41327 -0.02227 2.34072 -0.5 0.2 -0.6
C 3.14783 -0.22086 1.41247 0.0 0.6 0.0
C 1.12274 -3.52962 1.61441 0.5 -0.4 0.2
C -2.13842 3.84215 -2.77113 0.7 0.3 0.7
C 2.54467 -0.81634 -3.40421 -0.2 1.0 -0.6
C -0.45155 -3.96886 -5.48292 0.9 1.2 -1.2
C 3.55462 0.34026 3.81401 -0.2 -0.6 1.8
C 1.42135 -4.82671 1.87773 -0.4 -0.2 -0.6
C 1.88027 -3.84777 -6.16513 1.0 0.6 1.4
C -2.42493 -4.19978 4.41734 -0.2 0.3 0.1
C -1.50648 2.52910 -2.29424 0.2 -0.2 0.9
C -4.49502 0.55524 3.54244 -0.2 -0.5 1.1
C 1.06619 4.71793 -1.77958 0.5 1.3 2.1
C 1.62431 0.72072 5.12015 -1.6 0.4 1.6
C -3.39722 -3.21080 3.82571 -0.5 0.1 -0.1
C 1.78311 3.96387 0.50334 -1.1 0.6 0.0
C -1.59376 3.62325 0.60901 -0.3 -0.9 0.9
C 4.52122 -0.26033 1.24475 1.3 0.1 1.2
C 0.01186 -4.28295 -0.50902 0.0 1.1 -0.2
C -0.57076 1.96937 -3.37209 0.6 -0.2 0.0
C 1.15407 3.52628 -0.82991 0.1 -0.2 -0.7
C 2.85010 -3.24435 -3.23402 0.5 1.3 -0.6
C -4.67026 1.91754 4.22846 0.3 -2.8 1.6
H -3.73912 -3.49766 2.82220 0.4 0.0 0.1
H 3.91671 -3.14394 -3.52179 -0.5 0.0 -0.1
H 2.10370 1.59042 -0.86883 0.3 0.5 -0.6
H -4.74461 -0.31366 4.19546 0.3 0.6 -0.2
H 6.48650 0.04219 2.13751 -0.4 -0.3 0.1
H -1.78174 5.39917 -0.63706 -0.6 0.2 -1.0
H 1.53423 -3.76908 -7.17880 -0.8 -0.1 -0.5
H 2.35663 -4.82994 -6.01864 -0.2 0.3 -0.1
H -5.10205 0.43098 2.65679 -0.4 0.3 -0.3
H -3.94345 1.98648 5.07724 -0.9 0.0 -0.5
H 2.47760 -4.19301 -3.54731 -0.3 -0.4 -0.2
H -3.57503 3.44428 -0.30154 -0.1 -0.1 0.0
H -2.96325 -5.13905 4.39664 0.1 -0.5 0.0
H 1.47697 -2.74749 2.28783 -0.2 0.0 -0.4
H -1.55079 -4.25801 3.76002 0.1 -0.1 0.5
H -3.02374 1.98505 0.55398 -0.2 0.0 0.1
H 2.05473 -5.16967 2.68759 -0.2 0.4 0.2
H 0.40972 5.54064 -1.43841 0.3 -0.4 0.1
H -1.06377 1.80083 -4.31628 -0.7 0.5 -0.5
H -3.60580 3.41008 1.44569 0.1 0.1 0.2
H -2.18895 -3.98266 5.48417 0.1 0.0 -0.9
H -2.81945 4.19476 -1.96175 0.6 0.3 -0.9
H 3.57019 0.67821 6.00567 -0.3 0.1 -0.5
H -4.33634 2.53223 3.49141 0.6 2.6 -1.9
H 1.14834 1.06610 6.04320 -0.1 -0.5 -0.3
H -1.38014 4.58688 -3.12229 -0.8 -0.4 0.6
H -2.56497 0.86929 -1.21149 0.0 0.0 -0.3
H -2.32181 5.55865 1.02000 -1.0 0.5 0.5
H -4.30938 -3.18603 4.41723 -0.1 0.2 0.3
H 0.30254 2.60805 -3.56858 -0.4 -0.1 0.0
H -0.27845 0.39587 4.05411 0.9 0.3 0.0
H 3.12712 2.93928 -1.50166 -0.2 -0.1 0.1
H -0.75953 -3.34771 -6.36470 -0.2 -0.8 0.2
H 2.10300 5.09707 -1.76787 -0.4 0.2 -0.6
H -0.21190 0.94862 -3.22816 0.1 0.0 0.8
H 2.91638 -0.73926 -2.40317 -0.2 -0.2 0.9
H 0.02117 3.56073 2.14917 -1.6 -0.1 0.1
H 1.77602 -0.05441 -3.57896 0.1 -0.3 0.2
H 1.04854 4.58866 1.04020 0.8 0.0 -0.1
H -2.73598 3.56849 -3.62068 -0.4 0.1 -0.5
H 1.88393 2.23740 -2.52273 -0.2 0.1 0.2
H -5.71232 2.07372 4.50056 0.2 0.2 0.1
H 2.71683 4.50247 0.38971 0.1 0.4 -0.5
H 2.63835 -3.05968 -6.09149 0.2 -0.4 0.1
H -0.66676 5.59397 0.62821 0.1 -0.2 0.1
H 2.83280 -3.16198 -2.17208 0.0 -0.2 1.1
H -1.65773 3.72295 2.84780 0.0 0.2 -0.3
H -3.63252 2.03290 -1.94875 -1.0 0.7 0.1
H -0.49047 -5.01899 -5.70233 0.0 -0.4 -0.2
H 0.72147 4.45431 -2.73006 -0.1 -0.5 -1.6
H -1.08270 -3.70969 -4.67841 -1.0 -0.1 0.9
H 1.08100 -6.88220 1.26183 0.2 0.2 0.1
H -0.68198 -1.65358 -5.36963 0.0 -0.2 0.0
H 3.39489 -0.51344 -4.01668 0.2 -0.2 -0.4
H -1.05183 2.18320 2.20418 -0.4 0.5 -0.2
H -0.00570 -6.39676 -0.82422 -0.4 -0.9 -0.5
H 2.06029 3.14918 1.13226 -0.1 -1.0 0.5
H -2.73862 0.94273 -2.96016 -0.3 -0.5 -0.5
```
Positions in Å, forces in eV/Å.

Gap between HOMO and LUMO (alpha / beta) ... 6.35 / 6.45 eV
LUMO energy (alpha / beta) ... -0.64 / -0.69 eV
HOMO energy (alpha / beta) ... -6.99 / -7.14 eV
2S+1 ... 3

Molecular formula: C36H58FN15O2
Method: DFT, ωB97M-V/def2-TZVPD

```
112
Properties=species:S:1:pos:R:3:forces:R:3
F 1.14378 -1.03572 0.89725 0.0 0.4 0.1
O -1.33798 1.44811 -2.43103 -0.2 0.0 0.0
O -1.00922 -0.69018 1.20364 1.7 0.7 -0.1
N 9.33697 -1.16091 2.57016 -0.3 -0.1 -0.2
N -12.14890 3.71202 -3.26922 -0.3 0.0 0.2
N -2.58336 6.06608 -1.39269 0.4 -0.2 0.0
N -1.57238 1.83325 4.02309 -0.3 0.0 -0.2
N 0.77021 1.87216 0.08750 -0.5 -0.2 -0.2
N 1.07626 5.56800 6.75324 0.3 -0.1 0.2
N -8.22006 3.41337 -2.04634 0.3 0.1 -0.2
N 3.91420 -8.65564 -4.53099 -0.2 -0.3 0.0
N -5.84872 -2.83065 -0.30957 -0.3 -0.1 -0.2
N 4.43109 -4.42531 -1.80797 0.3 0.2 -0.1
N -4.82742 -5.59520 3.50234 -0.2 0.1 0.3
N 13.75138 -3.11367 -0.48355 0.3 -0.2 0.0
N 2.82234 0.76074 -3.21758 0.0 0.3 -0.2
N 9.02820 -0.62392 -1.86046 0.3 0.2 -0.1
N 0.63596 -5.33755 2.24271 0.0 -0.2 -0.2
C -8.92287 2.90563 -1.29807 -0.4 0.1 -0.1
C -3.79659 1.34443 -1.97865 -0.3 0.3 0.2
C -3.79630 -2.45318 1.22818 0.2 0.0 0.1
C 4.60968 -7.76305 -4.35790 0.1 0.2 0.0
C 0.19816 5.57973 6.01886 -0.2 0.0 -0.2
C -0.37364 2.39911 -2.03430 0.2 0.1 0.3
C 0.64415 1.91528 5.37926 0.1 0.0 0.1
C 12.78928 -2.50759 -0.34872 -0.2 0.1 0.1
C 0.09169 -0.20068 1.16351 -2.2 -1.3 0.4
C 0.52789 -4.37612 2.85662 0.0 0.1 0.2
C -0.39017 2.57404 -0.51979 0.3 -0.5 0.1
C -3.14517 -6.28272 1.64549 0.0 -0.1 -0.1
C 0.40358 -3.16255 3.65133 0.0 0.1 0.0
C -4.82579 3.63974 -1.71005 0.8 -0.3 0.6
C -4.24236 8.05874 -1.24360 -0.1 0.0 0.0
C -4.95062 -2.66786 0.38127 0.0 0.0 0.0
C 0.47192 1.22253 1.36959 0.6 0.3 -0.4
C 6.75405 -1.81428 -1.46344 -0.1 0.0 0.0
C 3.43219 -4.95624 -1.62732 -0.2 -0.2 0.1
C -0.91430 5.56364 5.08172 -0.1 0.0 0.0
C 2.50022 -1.46804 -1.92171 0.0 -0.1 -0.1
C -4.09300 -5.90809 2.68202 0.1 -0.1 -0.1
C 8.02402 -1.14729 -1.69439 -0.2 -0.1 0.1
C 11.56563 -1.74122 -0.16890 0.1 -0.1 0.0
C 5.47866 -6.61794 -4.14010 0.1 0.0 0.0
C -11.29943 3.57009 -4.02365 0.2 -0.1 0.0
C 2.67624 -0.22281 -2.65031 0.0 -0.2 0.1
C -10.19285 3.38026 -4.94649 0.1 0.1 -0.1
C -3.31369 6.94446 -1.32842 -0.1 0.2 0.0
C -4.66876 2.24661 -1.08928 0.1 0.1 -0.6
C -0.59483 1.86692 4.61849 0.2 0.0 0.2
C 11.44728 -0.94325 4.07084 0.1 0.0 0.0
C -2.61573 2.10135 -2.57276 0.5 -0.8 -0.1
C 10.26447 -1.06445 3.23407 0.1 0.0 0.1
C -9.93235 2.32048 -0.43193 0.0 0.0 0.1
C 2.17205 -5.64270 -1.39212 0.0 -0.1 0.0
H -0.53174 3.34110 -2.54086 -0.1 0.4 -0.2
H -4.20643 2.33276 -0.11522 0.0 0.0 0.4
H 6.36898 -6.70127 -4.75899 0.0 0.0 0.0
H -10.42448 3.84862 -5.90033 0.0 0.0 0.0
H -9.29327 3.82693 -4.52856 0.0 0.0 0.0
H 1.58748 -1.95920 -2.25430 0.0 0.0 0.0
H -10.88291 2.29056 -0.96132 0.0 0.0 0.0
H -5.72727 4.15348 -1.42667 -0.5 0.0 0.0
H 4.94874 -5.70424 -4.39540 0.0 0.1 0.0
H -0.39170 3.60779 -0.20945 0.1 0.4 0.1
H -3.66074 -3.30608 1.88803 0.0 0.0 0.1
H -4.42538 0.98735 -2.78219 -0.2 -0.2 -0.3
H 2.42687 -1.26550 -0.85840 0.0 0.0 0.0
H -0.18090 -3.35462 4.54807 0.0 0.0 0.0
H 1.00935 1.12885 -0.55416 0.4 0.1 -0.3
H -3.48065 0.46591 -1.43522 0.3 -0.2 0.2
H -9.64028 1.31355 -0.15592 0.0 -0.1 0.1
H -10.04194 2.92689 0.46439 0.0 0.0 0.0
H -2.47486 -5.44955 1.44737 0.1 0.0 0.0
H -4.78846 8.15218 -2.17910 0.0 0.0 0.0
H 0.71729 1.04035 6.02088 0.0 0.0 0.0
H -1.71471 4.93849 5.47100 0.0 0.0 0.0
H 0.66542 2.81158 5.99635 0.1 0.0 0.0
H 11.02657 -2.10128 0.70354 -0.1 0.0 0.0
H 2.18679 -6.10979 -0.40972 0.0 0.0 0.0
H 11.54149 -1.82305 4.70250 0.0 0.0 0.0
H -4.72657 3.57877 -2.78226 -0.4 0.1 -0.5
H 1.35515 1.29447 1.99226 0.2 -0.2 0.3
H -3.69561 8.97919 -1.05391 0.0 0.0 0.0
H -3.93211 -1.55723 1.82937 0.0 0.0 0.0
H -3.98655 4.22784 -1.36735 0.0 0.4 -0.1
H 11.80398 -0.68984 -0.02758 0.0 0.1 0.0
H -2.55582 -7.13625 1.97088 0.0 0.0 0.0
H -3.67681 -6.53993 0.73210 0.0 0.0 0.0
H 5.94585 -1.08720 -1.50766 0.0 0.0 0.0
H 0.61036 2.07057 -2.33654 0.3 -0.3 -0.2
H 10.93042 -1.83966 -1.04221 0.0 0.1 -0.1
H -1.28926 6.57375 4.93679 0.0 0.0 0.0
H 1.49414 1.93305 4.70039 0.0 0.0 0.0
H 12.33289 -0.85652 3.44521 0.0 0.0 0.0
H -0.35152 1.69094 1.87413 -0.4 0.3 0.1
H 6.75932 -2.28435 -0.48303 0.0 0.0 0.0
H -2.91204 -2.32716 0.60778 0.1 0.1 0.0
H -0.08787 -2.39316 3.05935 0.0 0.0 0.0
H 3.34522 -2.12960 -2.09841 0.0 0.0 0.0
H 5.77054 -6.57443 -3.09442 0.0 0.1 0.0
H 2.02445 -6.40533 -2.15428 0.0 0.0 0.0
H 1.39410 -2.81713 3.93884 0.0 0.0 0.0
H -5.64651 1.80573 -0.97346 -0.3 -0.4 0.2
H -2.78107 2.20988 -3.63554 0.0 0.3 -0.4
H 6.58942 -2.57642 -2.22040 -0.1 0.0 0.0
H -2.52156 3.07286 -2.12386 -0.1 0.5 0.1
H -10.02270 2.31748 -5.10010 0.0 0.0 0.0
H 11.36371 -0.05874 4.69742 0.0 0.0 0.0
H 1.35200 -4.92939 -1.43233 0.0 0.0 0.0
H -1.30971 2.10711 -0.18771 -0.4 0.0 0.2
H -4.94814 7.88674 -0.43449 0.0 0.0 0.0
H -0.58607 5.16423 4.12478 0.0 0.0 0.0
```
Positions in Å, forces in eV/Å.

Gap between HOMO and LUMO ... 9.37 eV
LUMO energy ... -0.10 eV
HOMO energy ... -9.47 eV

Molecular formula: C36H59AgFNO25S
Method: DFT, ωB97M-V/def2-TZVPD

```
124
Properties=species:S:1:pos:R:3:forces:R:3
Ag -1.78821 2.90780 -0.56320 -0.2 -0.7 -0.6
S -4.18064 3.50930 0.76576 -2.4 0.8 1.3
F -1.30791 -6.24921 2.93009 -0.5 -0.4 0.3
O -0.46121 1.98128 5.32456 2.3 -0.7 -1.5
O -4.14990 -2.16083 -3.23317 -1.4 0.2 1.1
O -6.22924 -2.36844 -2.25023 0.7 0.2 -0.2
O -0.04419 4.24025 0.24145 2.0 1.0 1.3
O 1.68301 -3.76169 -0.01434 -1.4 -1.8 -0.7
O 4.49693 1.20316 -0.96968 -1.5 -1.6 -1.0
O 0.77386 1.24781 -7.52356 2.4 -2.2 1.7
O 1.53698 1.66692 4.19974 -0.1 1.5 0.3
O 2.18800 4.38840 0.55924 -0.5 -1.3 0.1
O -4.16108 3.34227 2.20862 0.5 -1.0 1.5
O 0.70977 -0.76138 -6.47359 -0.7 1.9 -0.6
O -2.90209 -1.26099 4.80329 0.1 -0.1 -1.1
O 0.81876 -3.28679 2.01763 1.1 0.7 -2.0
O 5.56036 2.91559 -0.31598 2.2 2.0 1.2
O 5.93563 0.99464 0.74300 -1.5 1.1 -0.6
O -3.08636 4.36922 0.33328 2.5 2.2 -0.9
O 2.65049 0.28861 -6.47518 -0.7 1.6 -1.0
O -5.43583 4.08265 0.37326 -0.7 -0.2 -0.8
O -0.84865 1.01710 0.59752 0.8 -0.2 0.2
O 0.08456 0.05002 4.37011 -1.8 0.2 0.6
O -5.33778 -0.32585 -2.72188 -0.8 -1.1 1.2
O 0.80177 5.29605 2.06936 -0.3 -1.0 -1.6
O -1.48580 3.00815 -2.87483 -0.2 -0.3 0.3
O 2.55369 -2.11174 1.12954 -1.7 -0.2 0.3
O -3.81603 2.24433 0.10359 0.2 -2.0 -1.0
N -2.98704 0.83499 3.04403 -0.7 -1.4 0.2
C -4.66784 -5.17141 2.07528 -0.6 1.5 -0.7
C 4.87049 3.39068 -1.41542 -1.2 0.8 -1.1
C -4.12332 0.18156 -3.22324 0.9 0.1 0.4
C -4.12209 -0.47947 1.35687 -1.2 -1.5 0.2
C 1.08213 -0.52031 3.62403 2.1 -0.1 -1.3
C 2.78545 -3.43298 -0.79652 1.1 1.1 -0.9
C 3.06692 4.86040 1.56418 0.1 1.2 -0.6
C -3.04232 -1.64811 3.43427 -1.0 1.9 -0.3
C 0.88849 4.60716 0.91615 -1.8 -0.8 -1.3
C 4.25637 2.15307 -2.06656 -0.3 -0.7 1.2
C -3.26177 -1.04398 -3.28470 1.3 -1.1 -1.6
C -2.44424 -1.10573 -4.53503 0.7 -0.5 -1.4
C -3.68555 -5.88954 2.66855 2.6 -0.8 0.5
C -5.32370 -1.70523 -2.65556 0.4 1.0 -1.0
C -2.34946 -5.60926 2.35030 0.3 0.3 -0.7
C 1.50387 -1.51586 -5.61801 -0.6 -2.0 -0.2
C -0.74631 3.09200 -4.03791 -0.1 -0.2 1.6
C 2.87747 -0.88915 -5.76832 1.0 -0.6 1.1
C 1.33912 -2.94256 -6.11994 1.2 -0.7 0.0
C -2.00499 -4.70100 1.36525 -0.4 -0.6 -0.5
C 2.75870 2.23280 -2.30813 0.9 0.4 0.2
C 1.96072 0.69087 3.26855 1.4 -1.0 -0.4
C 1.34399 0.37269 -6.88422 -1.8 1.0 -1.0
C 5.32154 1.66897 -0.07385 2.2 -2.6 0.9
C 2.16661 5.23238 3.97609 0.9 0.9 0.2
C 3.45768 0.45546 3.46697 0.6 0.5 -0.1
C -4.36624 -4.15211 1.12303 0.0 -1.7 1.2
C -2.07910 -2.05547 5.58470 0.2 -0.8 0.9
C -3.02994 -4.02498 0.74200 -1.4 1.2 0.0
C -0.16943 0.04524 -0.18350 -2.3 1.1 0.6
C 4.70437 -2.25684 0.42095 -0.4 0.1 0.0
C 2.10670 5.60450 2.47287 0.6 0.7 2.6
C -3.84768 -0.42187 2.85173 1.1 0.3 -0.2
C 0.35311 1.33848 4.66734 -3.0 0.2 1.8
C 1.57645 -3.02886 1.09852 -0.4 -0.8 2.4
C 3.27409 -2.20885 -0.08023 2.1 1.6 0.0
H 3.71448 4.17589 2.11209 -0.5 -0.8 -0.4
H 1.07538 -1.51643 -4.61576 0.2 0.6 0.2
H 2.37452 2.66648 -1.38486 -0.5 0.0 -0.2
H 0.35170 -3.37958 -5.97126 0.0 0.4 0.1
H -5.18740 -3.56570 0.73803 0.2 0.1 -0.3
H -3.51581 0.79037 -2.55363 -1.0 0.9 0.3
H -5.65176 -5.38335 2.46693 -0.4 0.3 -0.5
H 4.86503 1.77211 -2.88662 -0.2 0.1 -0.2
H -1.19385 3.74046 -4.79110 -0.1 0.2 -0.3
H 5.40800 -2.45676 -0.38716 0.2 0.2 0.2
H 1.50193 5.85483 4.57513 -0.6 -0.2 -0.3
H -4.68136 -1.40050 1.19246 0.1 -0.4 0.1
H -2.25687 0.75553 2.35075 1.4 0.2 -0.5
H 4.13849 4.05718 -0.95928 -0.3 0.2 -0.9
H -1.02529 -4.61066 0.91979 0.3 0.0 0.7
H -2.67201 0.96788 3.99439 0.6 -0.4 0.3
H 2.59490 2.91404 -3.14311 -0.3 -0.1 0.0
H 2.22256 6.67422 2.29861 0.1 0.1 0.4
H 2.29396 1.26323 -2.48716 0.1 0.1 -0.1
H -0.61652 -0.92444 0.03548 0.0 -0.8 0.0
H -3.22074 -0.57402 0.75128 0.1 0.6 0.1
H -2.02714 -1.59727 6.57235 0.1 0.1 -0.1
H 4.72219 -3.01544 1.20344 0.3 -0.4 -0.3
H 1.60218 -3.03262 -7.17388 -0.2 0.3 -0.1
H -3.85413 -6.72337 3.33391 -0.3 0.1 0.3
H -4.74268 -0.26498 3.45377 0.0 -0.1 -0.1
H -2.11919 -1.79319 2.87313 0.6 0.4 0.3
H -0.54599 2.11749 -4.48321 -0.3 -0.7 -0.6
H 2.07546 -3.57773 -5.62753 -0.1 -0.2 0.3
H -3.45845 1.69405 2.79932 -1.1 1.2 -0.7
H 0.76980 -0.97351 2.68320 -0.6 -0.1 0.4
H 3.70856 5.51567 0.97510 0.4 0.3 0.6
H -0.44905 0.28722 -1.20885 0.7 -0.4 -0.7
H -3.03665 -1.10104 -5.44997 -0.4 0.8 0.1
H -4.33498 0.72689 -4.14298 0.3 -0.3 -0.1
H -4.85759 0.23332 0.98396 0.7 0.6 0.2
H 1.71010 1.00369 2.25493 0.0 0.4 0.0
H -2.81055 -3.26382 0.00791 0.2 -0.1 -0.3
H 3.08511 -1.28938 -0.63427 0.0 0.0 -0.1
H 3.59435 -4.14470 -0.96154 -0.2 -0.9 1.3
H 5.51021 3.88377 -2.14734 0.2 0.3 0.5
H -2.50330 -3.05024 5.72106 -0.2 -0.3 0.0
H 3.11718 5.50341 4.43550 0.5 0.0 -0.4
H -1.06571 -2.22079 5.21890 0.1 0.4 -0.4
H 2.04429 4.18044 4.23405 -0.4 0.0 -0.5
H 3.66439 -0.34251 4.18015 -0.1 -0.3 -0.3
H -1.67644 -0.33211 -4.54518 -0.3 0.4 -0.1
H 0.90434 -0.08333 -0.04717 0.6 0.4 0.0
H -2.54243 -1.13797 -2.47118 -0.4 0.2 0.5
H 4.01017 1.30299 3.87261 -0.6 0.5 0.3
H 1.64848 -1.23815 4.21737 -0.1 -0.2 0.1
H -1.89315 -2.02172 -4.74802 0.2 -0.5 1.0
H -3.58153 -2.57817 3.25447 -0.4 -0.1 0.5
H 0.27019 3.43476 -3.84469 0.6 0.7 0.0
H 4.03530 0.36342 2.54720 -0.4 -0.8 -0.2
H 3.65210 -1.48863 -6.24650 -0.4 -0.3 -0.7
H 4.87576 -1.32266 0.95576 0.5 0.1 -0.4
H 2.60700 -3.23352 -1.85316 -1.2 0.4 0.1
H 3.37087 -0.66479 -4.82263 -0.4 0.3 0.3
```
Positions in Å, forces in eV/Å.

Gap between HOMO and LUMO (alpha / beta) ... 5.82 / 5.30 eV
LUMO energy (alpha / beta) ... 1.37 / 1.12 eV
Charge ... -1
HOMO energy (alpha / beta) ... -4.45 / -4.18 eV
2S+1 ... 2